[1]
Computed, not measured: C24H32N2O4S in the gas phase, with the ωB97M-V functional and the def2-TZVPD basis.

XYZ file:
```
63
Properties=species:S:1:pos:R:3:mulliken_charge:R:1
C -1.68955 -1.55324 3.21626 -1.028
C -0.57644 -0.54130 2.95787 -0.366
O -0.28398 -0.36650 1.58836 -0.076
C -1.18805 0.40292 0.82799 -1.084
O -0.45668 1.43661 0.22699 -0.288
C 0.17571 1.12508 -0.94984 1.443
C 0.96628 2.29150 -1.47732 0.379
O 0.58810 2.87865 -2.48115 -0.825
N 2.07300 2.61851 -0.79815 0.049
C 2.52032 1.99992 0.42628 -0.150
C 2.39564 3.00428 1.57252 -0.814
N 3.17830 4.18750 1.26377 -0.086
C 3.21341 5.11813 2.37000 -1.078
C 2.68609 4.80908 0.04639 -0.597
C 2.80569 3.82474 -1.11616 -1.056
C 0.00225 0.00276 -1.63771 -2.233
C -0.92854 -1.07823 -1.17770 1.224
C -0.18141 -2.23243 -0.56323 -0.759
C 1.12928 -2.22051 -0.23623 -0.042
S 1.68368 -3.67067 0.52605 -0.335
C 0.09129 -4.36215 0.40937 0.466
C -0.30165 -5.61855 0.84518 -0.444
C -1.61332 -5.99900 0.65335 -0.506
C -2.51668 -5.14250 0.02508 -1.019
C -2.12683 -3.89466 -0.40788 -0.058
C -0.80889 -3.47533 -0.21197 -0.736
C -1.94050 -0.48960 -0.17206 0.418
C -3.15528 0.17747 -0.84660 -1.571
C -2.90544 1.19492 -1.96739 -0.559
C -2.77680 2.64768 -1.48429 -0.572
O -2.29012 3.50082 -2.48640 -0.631
H -1.77238 -1.73577 4.28409 0.466
H -2.64588 -1.18375 2.85243 0.264
H -1.46212 -2.49126 2.71483 0.147
H 0.36021 -0.90356 3.38925 0.370
H -0.82826 0.42520 3.41742 0.318
H -1.90249 0.91397 1.49277 0.564
H 1.93604 1.10669 0.64343 -0.105
H 3.57388 1.72396 0.30603 0.372
H 2.78351 2.55797 2.49076 0.511
H 1.32713 3.24333 1.72159 0.335
H 3.85312 5.95877 2.10601 0.349
H 3.63625 4.61900 3.24064 0.323
H 2.21700 5.50455 2.63506 0.381
H 3.29118 5.69362 -0.16274 0.487
H 1.63119 5.12228 0.14686 0.339
H 2.38519 4.24774 -2.02938 0.478
H 3.85763 3.56853 -1.27411 0.351
H 0.54134 -0.14277 -2.55947 0.249
H -1.48395 -1.46188 -2.04261 1.005
H 1.83175 -1.42394 -0.38346 0.537
H 0.40941 -6.27668 1.31990 0.416
H -1.94294 -6.97156 0.98594 0.398
H -3.53575 -5.46653 -0.12545 0.399
H -2.83244 -3.24581 -0.90480 0.458
H -2.33747 -1.31133 0.43297 0.773
H -3.76259 0.65056 -0.06953 0.488
H -3.75205 -0.63758 -1.26502 0.455
H -2.00719 0.93695 -2.52860 0.336
H -3.74235 1.15357 -2.66790 0.485
H -3.76555 3.03453 -1.21631 0.459
H -2.14121 2.69859 -0.59218 0.109
H -1.35551 3.29087 -2.65530 0.418
```

Results
Energy relative to the best compared isomer or geometry (same formula, charge and spin) = 34.5 kcal per mole
E_tot = -47412.7373 eV
SMILES = CCO[C@H]1OC(C(=O)N2CCN(C)CC2)=C[C@@H](c2csc3ccccc23)[C@@H]1CCCO

=====

[2]
Computed, not measured: 2 unconnected molecules or ions with the total composition C24H32N4O2S, with the ωB97M-V functional and the def2-TZVPD basis.

XYZ file:
```
63
Properties=species:S:1:pos:R:3:mulliken_charge:R:1
C 1.79724 0.07818 5.33390 -1.261
N 0.64123 0.68521 4.65608 0.028
C 0.84889 1.42826 3.47551 0.690
O 2.00172 1.61372 3.07778 -0.665
C -0.35055 1.92789 2.79446 0.441
C -0.33003 2.58211 1.59420 -1.047
C 0.76807 2.60889 0.65957 0.460
C 1.49008 1.44560 0.31807 -0.634
C 2.64261 1.50357 -0.44654 0.738
C 3.09025 2.75488 -0.96684 0.170
C 2.32780 3.92853 -0.69787 0.673
C 1.17141 3.82786 0.06353 -1.244
C 2.79117 5.26166 -1.21291 -0.957
C 4.26019 5.26540 -1.65080 -0.826
C 4.56230 4.01789 -2.45047 -0.623
N 4.24672 2.82928 -1.69105 0.051
C 4.87604 1.62664 -2.18806 -0.628
C 4.87365 0.54086 -1.13356 -0.915
C 3.44149 0.25547 -0.67189 -0.896
C -1.61719 1.87308 3.52241 0.383
O -2.68173 2.26675 3.02936 -0.699
N -1.59585 1.35367 4.82887 -0.019
C -2.83281 1.32079 5.61667 -1.271
C -0.52835 0.68191 5.39450 0.257
S -0.63141 -0.07102 6.88604 -0.265
H 2.68180 0.12997 4.70682 0.341
H 1.95530 0.59388 6.28761 0.402
H 1.52547 -0.95294 5.57679 0.392
H -1.19154 3.20484 1.36017 0.554
H 1.12209 0.48272 0.68673 0.566
H 0.56812 4.71755 0.27346 0.471
H 2.62923 6.02953 -0.44354 0.394
H 2.16066 5.55277 -2.07020 0.321
H 4.90153 5.30942 -0.76278 0.294
H 4.48398 6.14847 -2.25433 0.381
H 5.62354 3.95289 -2.68985 0.409
H 4.01084 4.02593 -3.40726 0.276
H 4.37120 1.28161 -3.10781 0.269
H 5.89265 1.90852 -2.46391 0.426
H 5.33972 -0.35906 -1.54021 0.391
H 5.47378 0.85289 -0.27057 0.303
H 3.46335 -0.33777 0.25466 0.363
H 2.92833 -0.36585 -1.42626 0.323
H -3.62651 1.84070 5.09296 0.372
H -3.09202 0.27576 5.80865 0.398
H -2.62065 1.77141 6.58914 0.370
C -2.70796 -2.58262 1.19974 -1.577
C -2.40371 -1.18002 0.69452 0.924
C -3.52746 -0.63005 -0.22523 -0.732
C -2.80039 0.13601 -1.34664 -0.625
C -1.36856 -0.45471 -1.36643 -0.395
N -1.20692 -1.02380 -0.06629 -0.139
H -3.63013 -2.56468 1.79072 0.388
H -2.86016 -3.27602 0.36213 0.385
H -1.90699 -2.97229 1.83435 0.397
H -2.33990 -0.50306 1.56776 -0.472
H -4.08163 -1.47465 -0.65733 0.282
H -4.22298 0.00351 0.33722 0.317
H -3.30025 0.03461 -2.31502 0.381
H -2.74763 1.20068 -1.07998 0.230
H -1.30682 -1.21539 -2.16873 0.341
H -0.60413 0.30542 -1.59540 0.112
H -0.35916 -1.50517 0.18349 0.226
```

Results
Energy relative to the best compared isomer or geometry (same formula, charge and spin) = 8.3 kcal per mole
E_tot = -46298.9110 eV
SMILES = CN1C(=O)C(=Cc2cc3c4c(c2)CCCN4CCC3)C(=O)N(C)C1=S.C[C@@H]1CCCN1

=====

[3]
Computed, not measured: C24H32N4O4S2 in the gas phase, with the ωB97M-V functional and the def2-TZVPD basis.

XYZ file:
```
66
Properties=species:S:1:pos:R:3:mulliken_charge:R:1
C -2.72218 -2.45787 7.91735 -1.583
C -3.48505 -2.10293 6.63714 0.420
C -2.98269 -0.76005 6.09011 -1.270
N -3.41771 -3.23769 5.72649 0.237
C -4.56162 -3.48076 4.88304 -1.629
C -4.72228 -2.50862 3.69501 -1.023
C -3.38808 -2.23650 3.05977 1.042
C -2.24488 -2.65578 3.66629 1.027
S -0.80320 -2.25528 2.77939 -0.322
C -1.76810 -1.51038 1.56821 -0.055
N -1.20044 -0.93857 0.46589 0.031
C 0.14456 -0.91410 0.29022 0.565
O 0.89048 -1.41839 1.11700 -0.773
C 0.64079 -0.24982 -0.94313 0.848
C 1.98935 -0.43208 -1.25563 -0.936
C 2.53609 0.17014 -2.37171 -0.485
C 1.73146 0.95968 -3.17142 -0.253
S 2.47909 1.76547 -4.58846 1.429
O 3.15830 0.78269 -5.38004 -0.751
O 1.48496 2.58581 -5.22579 -0.706
N 3.63189 2.67963 -3.80218 0.285
C 3.08379 3.83309 -3.12380 -0.608
C 4.08902 4.34115 -2.09446 -0.761
C 5.41307 4.66272 -2.78113 -0.708
C 5.92229 3.42792 -3.52128 -0.791
C 4.88358 2.89144 -4.51275 -0.123
C 4.71962 3.77597 -5.75021 -1.365
C 0.39503 1.15113 -2.87910 -0.478
C -0.15817 0.54598 -1.76298 -0.627
C -3.12894 -1.54511 1.82907 -1.148
C -4.04260 -0.89693 0.88486 1.007
N -5.35240 -0.82480 1.20191 -0.320
O -3.65061 -0.40628 -0.17672 -0.830
C -2.19493 -3.39493 4.96781 -1.453
H -1.65247 -2.50450 7.73188 0.296
H -3.05066 -3.42576 8.28514 0.383
H -2.90427 -1.70856 8.68320 0.457
H -4.54387 -1.99186 6.89988 0.296
H -1.92484 -0.80970 5.84569 0.243
H -3.52468 -0.46037 5.19799 0.287
H -3.12073 0.00847 6.84728 0.497
H -4.44736 -4.49520 4.48713 0.454
H -5.46455 -3.45902 5.49799 0.409
H -5.16483 -1.57240 4.05460 0.391
H -5.40512 -2.96603 2.97350 0.684
H -1.91023 -0.56596 -0.18138 0.404
H 2.58578 -1.05013 -0.60138 0.449
H 3.57254 0.04206 -2.63870 0.458
H 2.16170 3.50615 -2.63702 0.499
H 2.82336 4.62834 -3.83422 0.270
H 3.68683 5.22554 -1.59850 0.381
H 4.24766 3.56481 -1.34377 0.287
H 5.27187 5.48815 -3.48049 0.323
H 6.15132 4.97698 -2.04098 0.348
H 6.84178 3.65968 -4.06011 0.368
H 6.14110 2.64667 -2.79104 0.341
H 5.18415 1.89455 -4.85191 0.394
H 3.92798 3.36648 -6.37365 0.359
H 4.45966 4.79705 -5.48493 0.313
H 5.64565 3.78971 -6.31952 0.442
H -0.19214 1.77656 -3.53345 0.518
H -1.20085 0.71363 -1.53987 0.373
H -5.72603 -1.15494 2.07027 0.144
H -5.95918 -0.36095 0.54636 0.225
H -2.05755 -4.46788 4.77053 0.339
H -1.34193 -3.06607 5.56136 0.473
```

Results
Energy relative to the best compared isomer or geometry (same formula, charge and spin) = 0.0 kcal per mole
E_tot = -61229.8262 eV
SMILES = CC(C)N1CCc2c(sc(NC(=O)c3ccc(S(=O)(=O)N4CCCC[C@@H]4C)cc3)c2C(N)=O)C1

=====

| no. | HOMO (eV) |
| --- | --- |
| 1 | -8.17 |
| 2 | -7.49 |
| 3 | -8.04 |